<A>
{
  "formula": "C18H26N6O4",
  "method": "the ωB97M-V functional and the def2-TZVPD basis",
  "homo_lumo_gap_ev": 8.9,
  "homo_energy_ev": -9.2,
  "lumo_energy_ev": -0.2976,
  "species": ["O", "O", "O", "N", "N", "O", "C", "C", "C", "C", "C", "C", "C", "C", "C", "C", "C", "N", "N", "N", "N", "C", "C", "C", "C", "C", "C", "C", "H", "H", "H", "H", "H", "H", "H", "H", "H", "H", "H", "H", "H", "H", "H", "H", "H", "H", "H", "H", "H", "H", "H", "H", "H", "H"],
  "positions_angstrom": [[-1.00, -1.46, 2.13], [-7.73, -0.80, 0.21], [-3.72, -4.36, 0.99], [1.34, 0.08, 1.33], [2.98, 0.79, 2.68], [2.03, 0.05, 3.43], [-0.12, -1.14, 2.94], [-6.75, -1.49, -0.02], [-4.50, -3.47, 1.29], [1.07, -0.35, 2.54], [2.52, 0.78, 1.45], [4.34, 2.14, 0.40], [2.53, 1.34, -0.97], [4.91, 2.75, -0.72], [3.10, 1.95, -2.08], [3.14, 1.42, 0.29], [4.30, 2.67, -1.99], [-1.42, -2.39, 4.68], [-0.31, -1.56, 4.26], [-5.51, -3.68, 2.16], [-5.64, -1.30, 0.69], [-6.80, -2.56, -1.09], [-5.77, -4.96, 2.82], [-4.40, -2.09, 0.62], [4.80, 4.88, -3.04], [6.43, 2.98, -3.31], [4.28, 2.96, -4.55], [4.94, 3.36, -3.21], [4.84, 2.22, 1.36], [1.59, 0.80, -1.09], [5.83, 3.31, -0.59], [2.56, 1.85, -3.02], [-2.22, -1.83, 4.97], [-1.69, -3.03, 3.93], [0.44, -1.35, 4.91], [-6.14, -2.92, 2.33], [-5.66, -0.52, 1.33], [-6.69, -3.54, -0.63], [-7.76, -2.50, -1.60], [-6.00, -2.40, -1.81], [-6.13, -5.68, 2.08], [-4.85, -5.35, 3.26], [-6.52, -4.84, 3.60], [-3.60, -1.54, 1.12], [-4.11, -2.24, -0.42], [5.33, 5.23, -2.15], [3.75, 5.16, -2.95], [5.22, 5.40, -3.91], [6.87, 3.39, -4.23], [7.01, 3.38, -2.47], [6.55, 1.89, -3.33], [4.31, 1.87, -4.68], [4.81, 3.42, -5.39], [3.24, 3.29, -4.59]]
}

***

<B>
{
  "formula": "C18H26N6O4",
  "method": "the ωB97M-V functional and the def2-TZVPD basis",
  "homo_lumo_gap_ev": 9.5,
  "homo_energy_ev": -8.9,
  "lumo_energy_ev": 0.6165,
  "species": ["C", "C", "N", "N", "C", "C", "C", "C", "C", "O", "N", "C", "C", "O", "N", "C", "C", "C", "O", "N", "C", "C", "C", "C", "N", "C", "C", "O", "H", "H", "H", "H", "H", "H", "H", "H", "H", "H", "H", "H", "H", "H", "H", "H", "H", "H", "H", "H", "H", "H", "H", "H", "H", "H"],
  "positions_angstrom": [[-1.79, 3.24, -2.44], [-1.75, 3.92, -1.09], [-1.50, 5.21, -1.04], [-1.52, 5.51, 0.26], [-1.78, 4.44, 1.06], [-1.84, 4.57, 2.57], [-1.94, 3.37, 0.19], [-2.27, 1.93, 0.56], [-1.03, 1.03, 0.70], [-0.11, 1.17, -0.11], [-0.93, 0.13, 1.71], [-2.03, -0.25, 2.62], [-1.69, 0.19, 4.05], [-2.44, 0.81, 4.78], [-0.45, -0.14, 4.43], [0.53, -0.85, 3.57], [0.37, -0.55, 2.02], [0.61, -1.81, 1.14], [0.81, -2.92, 1.64], [0.60, -1.62, -0.19], [1.06, -2.58, -1.21], [0.38, -2.38, -2.57], [0.80, -3.52, -3.49], [2.32, -3.51, -3.70], [3.11, -3.19, -2.49], [4.57, -3.38, -2.63], [2.62, -2.66, -1.32], [3.37, -2.31, -0.40], [-1.93, 2.16, -2.35], [-2.59, 3.63, -3.06], [-0.86, 3.38, -2.98], [-1.34, 6.45, 0.59], [-2.00, 3.60, 3.05], [-0.91, 4.97, 2.98], [-2.65, 5.22, 2.89], [-2.83, 1.96, 1.49], [-2.92, 1.47, -0.19], [-3.01, 0.16, 2.37], [-2.15, -1.33, 2.64], [-0.20, 0.17, 5.35], [1.53, -0.56, 3.87], [0.45, -1.91, 3.81], [1.19, 0.09, 1.73], [0.55, -0.64, -0.46], [0.77, -3.57, -0.84], [-0.70, -2.36, -2.45], [0.66, -1.41, -3.00], [0.50, -4.48, -3.06], [0.29, -3.46, -4.45], [2.70, -4.40, -4.20], [2.54, -2.69, -4.39], [5.13, -3.16, -1.72], [4.78, -4.41, -2.90], [4.96, -2.73, -3.41]]
}

***

Which structure is most stable, and how do the rest compare? From most to least stable: <B>, <A>.

***

<A>
{
  "formula": "C6H11N3",
  "method": "the ωB97M-V functional and the def2-TZVPD basis",
  "homo_lumo_gap_ev": [7.4, 7.4],
  "homo_energy_ev": [-8.0, -8.0],
  "lumo_energy_ev": [-0.6225, -0.6233],
  "species": ["C", "N", "C", "C", "H", "H", "H", "H", "H", "C", "N", "C", "C", "N", "H", "H", "H", "H", "H", "H"],
  "positions_angstrom": [[-0.78, 1.82, -0.50], [-0.09, 1.33, -1.55], [-0.28, 0.92, 1.11], [-0.70, 1.29, 2.20], [0.96, 1.04, -1.24], [-0.53, 0.49, -1.92], [-0.46, 2.80, -0.17], [-1.85, 1.64, -0.47], [-1.08, 1.64, 3.13], [0.08, -1.39, -0.05], [0.91, -2.19, -0.80], [0.85, -0.23, 0.58], [-1.22, -1.65, 0.17], [1.81, 0.28, -0.27], [0.48, -2.86, -1.42], [1.72, -1.71, -1.18], [2.47, 0.85, 0.25], [1.24, -0.54, 1.56], [-1.81, -1.02, 0.82], [-1.70, -2.52, -0.26]]
}

***

<B>
{
  "formula": "C6H11N3",
  "method": "the ωB97M-V functional and the def2-TZVPD basis",
  "homo_lumo_gap_ev": 9.2,
  "homo_energy_ev": -8.2,
  "lumo_energy_ev": 0.9604,
  "species": ["C", "C", "C", "C", "C", "C", "H", "H", "H", "H", "H", "H", "H", "H", "H", "H", "H", "N", "N", "N"],
  "positions_angstrom": [[1.70, -0.28, 0.10], [0.93, -0.28, 1.36], [-0.29, -1.39, 1.50], [-1.96, 0.57, -0.92], [-0.72, 1.10, -0.19], [0.74, 1.37, -0.93], [2.61, 0.48, 0.23], [2.13, -1.18, -0.17], [1.74, -0.58, 2.03], [0.84, 0.63, 1.76], [-0.29, -2.20, 2.21], [-2.01, 0.57, -2.04], [-3.19, 0.65, -0.55], [-1.04, 1.82, 0.57], [1.54, 1.88, -0.32], [0.43, 1.86, -1.83], [0.20, -0.46, -1.38], [-1.14, -1.24, 0.60], [-0.92, -0.38, -0.28], [1.31, 0.18, -1.18]]
}

***

<C>
{
  "formula": "C6H11N3",
  "method": "the ωB97M-V functional and the def2-TZVPD basis",
  "homo_lumo_gap_ev": 9.0,
  "homo_energy_ev": -8.0,
  "lumo_energy_ev": 0.9556,
  "species": ["C", "C", "C", "C", "C", "C", "H", "H", "H", "H", "H", "H", "H", "H", "H", "H", "H", "N", "N", "N"],
  "positions_angstrom": [[-1.77, 0.54, -0.17], [-0.74, 0.04, -1.09], [0.49, 0.82, -0.85], [0.69, 0.76, 0.58], [2.02, 0.22, 1.07], [0.09, -1.56, 1.08], [-2.81, 0.47, -0.12], [-1.60, 1.63, 0.05], [-1.42, 0.01, 0.81], [-0.84, 0.27, -2.14], [1.55, 0.53, -1.49], [0.20, 1.84, -1.35], [0.33, 1.67, 1.04], [2.69, -0.24, 0.33], [2.47, 0.81, 1.94], [0.36, -2.27, 1.74], [-1.21, -1.84, -1.80], [0.70, -0.41, 1.38], [-0.56, -1.96, 0.14], [-0.65, -1.33, -1.16]]
}

***

<D>
{
  "formula": "C6H11N3",
  "method": "the ωB97M-V functional and the def2-TZVPD basis",
  "homo_lumo_gap_ev": 7.7,
  "homo_energy_ev": -6.9,
  "lumo_energy_ev": 0.8776,
  "species": ["C", "C", "C", "C", "N", "N", "C", "C", "N", "H", "H", "H", "H", "H", "H", "H", "H", "H", "H", "H"],
  "positions_angstrom": [[-1.86, -0.38, -0.97], [0.42, -0.55, 0.75], [0.91, 0.70, 0.68], [-0.38, -0.40, -1.18], [-0.31, -1.06, 1.84], [0.72, 1.70, 1.57], [1.54, 1.13, -0.82], [0.38, -1.51, -0.68], [1.17, 1.54, -1.95], [-0.13, -2.03, 2.01], [-1.31, -0.92, 1.71], [0.34, 1.42, 2.47], [1.30, 2.51, 1.50], [0.15, 1.72, -1.93], [2.60, 1.31, -0.59], [-2.27, -1.23, -0.40], [-2.31, -0.37, -1.97], [-2.19, 0.54, -0.47], [-0.13, -2.46, -0.48], [1.37, -1.66, -1.10]]
}

***

Which structure is most stable, and how do the rest compare? From most to least stable: <C>, <A>, <D>, <B>.